[1]
A 11-piece molecular cluster, C45H67BN10O overall. Source: the OMol25 dataset; level of theory: ωB97M-V with the def2-TZVPD basis set.

Summary:
energy above the lowest of the compared OMol25 structures with the same formula, charge and spin: 2.202 eV
E_tot: -65348.086 eV
frontier orbital gap: 0.148 Eh

Structure (XYZ):
```
124
C45H67BN10O ωB97M-V with the def2-TZVPD basis set
C 0.309 -0.596 -2.465
C -0.436 -0.238 -1.040
C -0.695 -1.514 -0.291
C 0.423 -2.078 0.523
C 0.957 -0.991 1.395
C 1.510 0.322 0.566
N 0.317 0.787 -0.284
O 0.285 1.884 -0.763
C 2.741 0.176 -0.398
C 1.645 1.511 1.497
C -1.933 0.424 -1.324
H -0.312 -1.215 -3.085
H 1.213 -1.287 -2.266
H 0.808 0.408 -2.935
H -1.286 -2.334 -0.888
H -1.627 -1.275 0.363
H 1.069 -2.397 -0.113
H 0.116 -2.892 1.248
H 1.752 -1.603 1.953
H 0.199 -0.693 2.242
H 2.790 -0.789 -0.869
H 3.556 0.310 0.212
H 2.653 0.908 -1.204
H 1.146 1.642 2.355
H 1.657 2.484 1.073
H 2.545 1.571 2.042
H -1.650 1.384 -1.795
H -2.549 0.538 -0.350
H -2.532 -0.065 -2.158
B -1.230 -6.016 2.093
H -0.326 -5.337 1.931
H -2.258 -5.430 1.896
H -1.072 -7.047 1.503
H -1.299 -6.463 3.132
N -6.277 -3.261 0.619
C -5.216 -3.588 1.365
C -4.232 -2.552 1.341
C -4.829 -1.491 0.561
C -6.206 -1.973 0.109
H -7.097 -3.865 0.345
H -5.172 -4.736 1.983
H -3.308 -2.826 1.761
H -4.471 -0.518 0.383
H -7.053 -1.569 -0.466
N 7.058 1.289 5.880
C 5.709 1.395 6.118
C 4.964 1.455 4.705
C 6.182 1.537 3.746
C 7.429 1.384 4.564
H 7.848 1.170 6.590
H 5.202 1.372 7.117
H 3.775 1.456 4.760
H 6.233 1.486 2.749
H 8.388 1.404 4.293
N 4.979 -2.679 -6.405
C 5.343 -1.389 -6.797
C 4.655 -0.372 -5.848
C 4.013 -1.302 -4.827
C 4.203 -2.738 -5.320
H 5.239 -3.409 -6.885
H 5.980 -1.136 -7.695
H 4.589 0.614 -5.732
H 3.629 -1.009 -3.883
H 3.898 -3.777 -4.869
N -0.858 3.119 3.572
C -1.054 3.771 2.398
C -1.981 2.893 1.593
C -2.283 1.696 2.458
C -1.543 1.934 3.813
H -0.104 3.373 4.327
H -0.818 4.860 2.193
H -2.164 3.089 0.605
H -3.008 0.896 2.194
H -1.622 1.417 4.790
N 4.793 6.535 2.436
C 3.637 7.210 2.453
C 2.441 6.247 2.519
C 3.171 4.886 2.599
C 4.699 5.116 2.499
H 5.810 6.911 2.120
H 3.825 8.380 2.352
H 1.303 6.391 2.436
H 2.700 3.901 2.839
H 5.527 4.469 2.432
N -3.745 -3.728 -1.598
C -3.830 -2.835 -2.654
C -2.475 -2.903 -3.344
C -1.684 -4.057 -2.808
C -2.597 -4.579 -1.742
H -4.592 -4.023 -0.945
H -4.620 -2.293 -2.875
H -1.951 -2.174 -4.005
H -0.601 -4.410 -3.048
H -2.448 -5.381 -0.905
N -4.321 3.101 -2.455
C -4.047 2.561 -3.720
C -4.717 1.135 -3.730
C -5.278 0.910 -2.426
C -5.083 2.244 -1.594
H -4.023 4.086 -2.400
H -3.452 3.009 -4.522
H -4.443 0.243 -4.399
H -5.799 0.103 -2.035
H -5.326 2.591 -0.658
N -0.200 0.648 -5.605
C -1.162 1.288 -4.929
C -0.526 2.647 -4.481
C 0.895 2.631 -4.918
C 1.065 1.266 -5.725
H -0.393 -0.333 -6.050
H -2.170 0.834 -4.657
H -1.150 3.370 -3.950
H 1.612 3.394 -4.602
H 2.113 0.793 -6.265
N -1.099 -3.202 4.053
C -2.334 -2.493 4.405
C -1.897 -1.263 5.105
C -0.487 -1.246 5.048
C 0.050 -2.480 4.393
H -1.096 -4.232 3.674
H -3.365 -3.042 4.301
H -2.572 -0.517 5.528
H 0.233 -0.411 5.455
H 1.102 -2.803 4.395
```

=====

[2]
C45H67MoN4OP2SSi as an isolated structure. Source: the OMol25 dataset; level of theory: ωB97M-V with the def2-TZVPD basis set.

Summary:
multiplicity: 3
net charge: +1
E_tot: -94886.106 eV
frontier orbital gap (spin up / spin down): 0.182 / 0.176 Eh

Structure (XYZ):
```
122
C45H67MoN4OP2SSi ωB97M-V with the def2-TZVPD basis set
Mo -1.295 2.407 -3.388
C -0.303 -3.089 -0.527
Si 0.383 -1.357 0.038
C 1.488 -1.915 1.402
C 2.853 -1.763 1.375
C 3.705 -2.269 2.361
C 3.162 -3.284 3.126
C 1.780 -3.163 3.313
C 0.908 -2.496 2.487
P -0.737 -2.200 3.275
C -0.786 -1.272 4.998
C 0.461 -0.398 5.286
C 0.927 -0.145 6.739
C 0.332 -1.248 7.655
C -1.241 -1.278 7.519
C -1.645 -1.778 6.140
C -1.851 -3.634 3.641
C -3.402 -3.510 3.432
C -4.116 -4.825 3.043
C -3.296 -5.699 2.040
C -1.770 -5.852 2.284
C -1.421 -5.124 3.545
C 1.452 -0.788 -1.402
C 2.334 -1.867 -1.575
C 3.078 -1.967 -2.784
C 2.859 -1.140 -3.854
C 2.038 -0.012 -3.668
C 1.522 0.306 -2.417
P 0.918 2.045 -2.688
C 1.759 3.070 -1.482
C 2.999 3.909 -1.906
C 4.220 2.985 -2.007
C 4.534 2.593 -0.575
C 3.412 1.860 0.216
C 1.979 2.475 -0.034
C 1.198 2.832 -4.342
C 0.023 3.393 -5.197
C 0.546 4.816 -5.819
C 2.053 5.042 -5.400
C 2.989 3.812 -5.681
C 2.316 2.446 -5.309
H 0.029 -3.272 -1.533
H -1.393 -3.138 -0.541
H 0.120 -3.938 0.044
H 3.218 -1.229 0.530
H 4.718 -1.904 2.522
H 3.646 -4.091 3.664
H 1.275 -3.645 4.135
H -1.411 -0.419 4.658
H 0.258 0.648 4.897
H 1.306 -0.753 4.669
H 0.552 0.846 7.045
H 2.015 -0.088 6.696
H 0.448 -0.852 8.710
H 0.900 -2.193 7.586
H -1.508 -0.198 7.639
H -1.774 -1.832 8.308
H -2.694 -1.361 5.957
H -1.713 -2.884 6.205
H -1.757 -3.502 4.701
H -3.675 -2.738 2.684
H -3.849 -3.156 4.402
H -5.134 -4.594 2.620
H -4.363 -5.371 3.971
H -3.474 -5.093 1.119
H -3.765 -6.644 1.825
H -1.152 -5.382 1.517
H -1.489 -6.917 2.353
H -0.344 -5.313 3.791
H -1.946 -5.584 4.400
H 2.455 -2.725 -0.924
H 3.817 -2.744 -2.848
H 3.189 -1.297 -4.846
H 1.739 0.494 -4.575
H 1.011 3.888 -1.361
H 3.293 4.710 -1.150
H 2.710 4.519 -2.791
H 5.037 3.343 -2.601
H 3.836 2.089 -2.499
H 4.808 3.544 -0.037
H 5.433 2.003 -0.497
H 3.552 1.954 1.295
H 3.404 0.774 0.081
H 1.780 3.319 0.666
H 1.220 1.702 0.186
H 1.486 3.772 -3.794
H -0.876 3.667 -4.652
H -0.327 2.661 -5.993
H -0.049 5.663 -5.447
H 0.438 4.738 -6.930
H 1.932 5.333 -4.358
H 2.480 5.895 -6.009
H 3.952 3.849 -5.094
H 3.242 3.806 -6.768
H 3.120 1.840 -4.892
H 1.969 1.895 -6.192
C -5.750 1.427 -4.011
C -4.126 1.716 -3.675
N -3.351 2.710 -3.854
N -2.558 5.723 -1.258
C -2.409 4.831 -0.371
N -3.123 4.742 1.008
S -1.296 3.536 -0.904
C -3.250 0.525 -3.136
C -3.523 -0.251 -2.027
C -2.884 -1.496 -2.010
C -1.678 -1.532 -2.739
C -1.219 -0.398 -3.424
N -2.057 0.536 -3.727
H -6.165 2.483 -4.037
H -5.819 1.019 -5.033
H -6.253 0.873 -3.196
H -3.313 5.705 1.233
H -2.644 4.100 1.581
H -3.896 0.214 -1.115
H -3.394 -2.362 -1.596
H -0.989 -2.403 -2.686
H -0.323 -0.513 -4.040
H -0.845 -0.441 0.160
O -2.072 -1.265 2.558
H -1.960 -0.695 1.940
H -3.163 5.203 -2.038
```

=====

[3]
C45H69O4SeSiV as an isolated structure. Source: the OMol25 dataset; level of theory: ωB97M-V with the def2-TZVPD basis set.

Summary:
multiplicity: 3
net charge: -2
E_tot: -154879.448 eV
frontier orbital gap (spin up / spin down): 0.146 / 0.147 Eh

Structure (XYZ):
```
121
C45H69O4SeSiV ωB97M-V with the def2-TZVPD basis set
V 0.931 0.912 -0.926
C -5.249 0.676 2.992
C -4.003 0.795 3.904
C -3.964 -0.459 4.804
C -4.181 2.055 4.778
C -2.681 0.901 3.109
C -2.640 0.891 1.704
C -1.431 0.985 1.019
Se -1.479 0.954 -0.909
C -1.387 -0.981 -0.905
C -2.586 -1.673 -0.749
C -2.622 -3.078 -0.725
C -1.402 -3.771 -0.867
C -0.159 -3.106 -1.029
C -0.174 -1.685 -1.046
O 0.973 -0.994 -1.197
C 1.170 -3.903 -1.182
C 2.136 -3.547 -0.027
C 1.830 -3.579 -2.542
C 0.968 -5.440 -1.138
C -3.939 -3.871 -0.549
C -3.850 -4.742 0.724
C -5.181 -2.958 -0.403
C -4.166 -4.774 -1.781
C -0.218 1.094 1.716
O 0.914 1.182 0.997
C -0.207 1.110 3.141
C -1.457 1.011 3.801
C 1.070 1.226 4.024
C 2.397 1.326 3.234
C 1.180 -0.022 4.931
C 0.971 2.495 4.903
H -6.176 0.602 3.601
H -5.192 -0.235 2.358
H -5.350 1.570 2.339
H -4.906 -0.555 5.386
H -3.127 -0.418 5.532
H -3.841 -1.375 4.185
H -5.127 2.000 5.360
H -4.217 2.965 4.140
H -3.351 2.174 5.505
H -3.537 0.809 1.112
H -3.483 -1.084 -0.645
H -1.442 -4.845 -0.847
H 2.412 -2.475 -0.015
H 3.083 -4.121 -0.118
H 1.671 -3.794 0.952
H 2.093 -2.510 -2.648
H 1.145 -3.849 -3.375
H 2.773 -4.154 -2.668
H 0.530 -5.758 -0.167
H 1.939 -5.970 -1.250
H 0.310 -5.780 -1.967
H -3.693 -4.102 1.619
H -3.016 -5.471 0.668
H -4.787 -5.322 0.869
H -5.090 -2.303 0.491
H -6.103 -3.566 -0.278
H -5.319 -2.326 -1.307
H -3.341 -5.504 -1.915
H -4.238 -4.158 -2.703
H -5.108 -5.355 -1.674
H -1.481 1.020 4.878
H 2.563 0.419 2.615
H 3.261 1.405 3.929
H 2.414 2.235 2.595
H 1.260 -0.942 4.312
H 0.303 -0.132 5.600
H 2.080 0.040 5.581
H 0.900 3.401 4.263
H 1.867 2.596 5.553
H 0.086 2.474 5.570
O 2.898 0.912 -0.926
H 3.504 0.679 -1.674
H 3.504 1.144 -0.179
C 3.638 -0.785 -3.441
C 3.510 0.493 -4.274
C 3.976 1.730 -3.499
C 2.123 0.660 -4.918
C 2.097 0.607 -6.332
C 0.916 0.753 -7.038
C -0.260 0.956 -6.337
C -0.277 1.009 -4.922
C -1.654 1.277 -4.290
C -1.771 2.718 -3.783
C -2.091 0.266 -3.226
C 0.925 0.861 -4.154
O 0.931 0.912 -2.877
H 4.682 -0.946 -3.151
H 3.312 -1.660 -4.014
H 3.049 -0.749 -2.520
H 4.237 0.378 -5.091
H 3.423 1.878 -2.567
H 3.866 2.636 -4.104
H 5.034 1.633 -3.232
H 3.017 0.453 -6.887
H 0.912 0.716 -8.120
H -1.182 1.082 -6.896
H -2.403 1.178 -5.089
H -1.096 2.919 -2.945
H -2.792 2.923 -3.443
H -1.535 3.432 -4.579
H -1.581 0.410 -2.269
H -1.914 -0.762 -3.559
H -3.164 0.372 -3.026
C 4.873 5.101 0.987
Si 3.910 3.891 2.053
C 2.845 4.854 3.263
C 5.120 2.825 3.016
C 2.823 2.804 0.966
C 2.135 2.115 0.277
H 5.509 5.739 1.608
H 4.193 5.744 0.421
H 5.512 4.568 0.277
H 3.465 5.490 3.901
H 2.278 4.173 3.906
H 2.135 5.493 2.729
H 5.758 3.446 3.652
H 5.763 2.259 2.335
H 4.587 2.115 3.655
H 0.931 2.664 -0.926
```

=====

[4]
A 7-piece molecular cluster, C45H71NO9 overall. Source: the OMol25 dataset; level of theory: ωB97M-V with the def2-TZVPD basis set.

Summary:
E_tot: -67731.812 eV
frontier orbital gap: 0.294 Eh

Structure (XYZ):
```
126
C45H71NO9 ωB97M-V with the def2-TZVPD basis set
C 4.403 -0.341 -0.856
C 3.574 -0.268 -2.164
C 4.178 0.792 -3.087
C 2.081 -0.061 -1.842
C 1.516 -1.293 -1.133
C 1.312 0.247 -3.126
O -0.080 -0.082 -3.089
C -0.836 0.503 -2.135
C -0.605 1.811 -1.711
C -1.422 2.392 -0.765
C -2.499 1.715 -0.192
C -3.324 2.486 0.823
N -2.609 2.787 2.073
C -2.741 0.407 -0.623
C -1.920 -0.202 -1.600
C -2.229 -1.589 -2.067
O -1.417 -2.328 -2.580
C -3.637 -2.053 -1.880
C -4.137 -3.094 -2.655
C -5.433 -3.535 -2.443
C -6.224 -2.964 -1.448
C -5.722 -1.940 -0.662
C -4.428 -1.480 -0.891
C -3.863 -0.398 -0.039
O -4.298 -0.205 1.077
H 3.786 -0.017 -0.016
H 4.732 -1.357 -0.646
H 5.283 0.295 -0.927
H 3.658 -1.245 -2.655
H 5.183 0.476 -3.374
H 4.295 1.741 -2.558
H 3.623 0.947 -4.012
H 2.025 0.817 -1.186
H 2.238 -1.684 -0.416
H 1.289 -2.073 -1.860
H 0.611 -1.054 -0.575
H 1.707 -0.352 -3.947
H 1.431 1.296 -3.404
H 0.215 2.384 -2.122
H -1.229 3.418 -0.470
H -3.579 3.442 0.358
H -4.256 1.987 1.054
H -2.008 2.010 2.319
H -2.002 3.584 1.931
H -3.502 -3.536 -3.411
H -5.827 -4.341 -3.048
H -7.230 -3.333 -1.289
H -6.310 -1.493 0.127
C -11.930 -4.311 -1.243
C -11.621 -3.084 -2.095
C -10.099 -3.081 -2.092
O -9.696 -4.450 -1.996
C -10.821 -5.266 -1.666
H -12.926 -4.719 -1.413
H -11.837 -4.068 -0.183
H -11.997 -3.229 -3.110
H -12.047 -2.161 -1.705
H -9.703 -2.541 -1.224
H -9.666 -2.647 -2.994
H -11.110 -5.840 -2.554
H -10.534 -5.966 -0.881
C -15.319 -6.432 -3.821
C -16.766 -5.948 -3.751
C -16.585 -4.510 -3.282
O -15.335 -4.069 -3.816
C -14.607 -5.185 -4.328
H -15.172 -7.293 -4.471
H -14.962 -6.693 -2.822
H -17.218 -5.969 -4.745
H -17.392 -6.533 -3.079
H -16.544 -4.451 -2.189
H -17.373 -3.843 -3.633
H -14.617 -5.138 -5.422
H -13.571 -5.120 -3.989
C 4.224 -5.668 1.913
C 5.708 -5.441 1.633
C 5.656 -4.346 0.575
O 4.490 -3.572 0.859
C 3.674 -4.251 1.815
H 4.024 -6.130 2.878
H 3.787 -6.299 1.135
H 6.208 -5.075 2.533
H 6.232 -6.332 1.290
H 5.564 -4.771 -0.430
H 6.528 -3.691 0.594
H 3.748 -3.730 2.776
H 2.636 -4.217 1.482
C 5.801 2.818 2.238
C 7.187 2.633 2.847
C 7.744 1.490 2.009
O 7.150 1.615 0.713
C 6.078 2.558 0.765
H 5.372 3.803 2.419
H 5.113 2.065 2.631
H 7.783 3.536 2.702
H 7.175 2.409 3.912
H 7.466 0.517 2.429
H 8.829 1.523 1.906
H 6.399 3.474 0.255
H 5.213 2.153 0.242
C 11.716 5.216 4.134
C 11.292 5.513 5.571
C 9.850 5.022 5.571
O 9.796 3.939 4.642
C 10.996 3.900 3.868
H 12.794 5.140 4.000
H 11.342 5.995 3.464
H 11.892 4.926 6.269
H 11.378 6.563 5.846
H 9.164 5.809 5.237
H 9.518 4.667 6.547
H 11.599 3.045 4.191
H 10.735 3.760 2.818
C 8.026 7.924 1.636
C 7.572 8.203 3.067
C 6.121 7.743 3.024
O 6.065 6.678 2.073
C 7.284 6.631 1.329
H 9.105 7.824 1.529
H 7.689 8.722 0.971
H 8.142 7.589 3.768
H 7.674 9.245 3.366
H 5.459 8.550 2.690
H 5.759 7.377 3.985
H 7.859 5.759 1.662
H 7.055 6.511 0.270
```